# 1
ORCA calculation (ωB97M-V/def2-TZVPD) on C54H55As2CrN3O3 as an isolated structure.

```
118
Properties=species:S:1:pos:R:3:forces:R:3
Cr -0.608 -0.428 -0.119 0.4 0.5 -0.9
C 0.178 1.720 2.958 0.0 0.0 0.0
C 1.459 0.921 2.767 0.1 0.0 -0.1
As 1.315 -0.748 1.743 -0.1 -0.1 0.3
C 3.209 -1.260 1.815 -0.1 0.0 -0.1
C 3.551 -2.529 2.273 0.0 -0.1 -0.1
C 4.884 -2.893 2.396 0.0 0.0 0.0
C 5.887 -1.993 2.073 0.0 0.0 0.0
C 5.548 -0.728 1.615 0.0 0.0 0.0
C 4.217 -0.359 1.479 0.0 0.0 0.0
C 0.676 -2.040 3.056 0.0 0.1 0.0
C 0.287 -3.291 2.581 -0.1 0.0 0.0
C -0.110 -4.284 3.463 0.0 0.0 0.0
C -0.134 -4.031 4.829 0.0 0.0 0.0
C 0.252 -2.787 5.307 0.0 0.0 0.0
C 0.664 -1.797 4.424 0.0 0.0 0.0
As -0.817 1.938 1.272 0.2 0.0 0.1
C 0.003 3.544 0.576 0.0 0.0 0.0
C 0.141 4.671 1.383 0.0 0.0 0.0
C 0.717 5.823 0.873 0.0 0.0 0.0
C 1.144 5.857 -0.449 0.0 0.0 0.0
C 0.995 4.740 -1.256 0.0 0.0 0.0
C 0.426 3.582 -0.744 -0.1 0.0 0.0
C -2.487 2.704 1.932 0.0 -0.1 0.0
C -3.145 2.183 3.043 0.0 0.1 0.0
C -4.351 2.722 3.468 0.0 0.0 0.0
C -4.921 3.784 2.781 0.0 0.0 0.0
C -4.271 4.311 1.674 0.0 0.0 0.0
C -3.061 3.777 1.255 0.0 0.0 0.0
H 0.411 2.722 3.321 0.0 0.0 0.0
H -0.474 1.261 3.703 0.0 0.0 0.0
H 1.918 0.663 3.721 0.0 0.1 0.0
H 2.191 1.499 2.202 -0.1 0.0 0.0
H 2.790 -3.253 2.529 0.0 0.0 0.0
H 5.133 -3.886 2.748 0.0 0.0 0.0
H 6.927 -2.275 2.177 0.0 0.0 0.0
H 6.322 -0.020 1.349 0.0 0.0 0.0
H 3.977 0.613 1.078 0.0 0.0 0.0
H 0.300 -3.493 1.514 0.0 0.0 0.0
H -0.402 -5.256 3.085 0.0 0.0 0.0
H -0.444 -4.805 5.518 0.0 0.0 0.0
H 0.247 -2.590 6.371 0.0 0.0 0.0
H 0.981 -0.841 4.819 0.0 0.0 0.0
H -0.217 4.663 2.406 0.0 0.0 0.0
H 0.825 6.696 1.502 0.0 0.0 0.0
H 1.592 6.758 -0.848 0.0 0.0 0.0
H 1.326 4.770 -2.286 0.0 0.0 0.0
H 0.297 2.706 -1.367 0.0 0.0 0.0
H -2.727 1.362 3.606 0.0 0.0 0.0
H -4.843 2.314 4.342 0.0 0.0 0.0
H -5.860 4.207 3.113 0.0 0.0 0.0
H -4.702 5.147 1.139 0.0 0.0 0.0
H -2.557 4.211 0.399 0.0 0.0 0.0
C -3.047 -1.799 3.283 0.0 0.0 0.0
C -3.595 -2.971 2.785 0.0 0.0 0.0
C -3.256 -3.382 1.510 0.0 0.0 0.0
C -2.388 -2.611 0.747 0.1 0.0 0.0
N -1.870 -1.466 1.231 0.0 -0.1 0.1
C -2.190 -1.090 2.468 0.0 0.0 0.0
C -1.902 -2.979 -0.590 0.0 0.0 0.0
C -2.429 -4.042 -1.322 0.1 0.0 0.0
C -1.881 -4.362 -2.552 0.0 0.0 0.0
C -0.802 -3.631 -3.036 0.0 0.0 0.0
C -0.297 -2.558 -2.313 0.0 -0.1 0.0
C -0.851 -2.198 -1.088 -0.1 0.1 0.1
H -3.259 -1.448 4.283 0.0 0.0 0.0
H -4.260 -3.569 3.394 0.0 0.0 0.0
H -3.638 -4.310 1.111 0.0 0.0 0.0
H -1.727 -0.184 2.821 0.0 0.0 0.0
H -3.261 -4.622 -0.941 0.0 0.0 0.0
H -2.286 -5.183 -3.128 0.0 0.0 0.0
H -0.356 -3.898 -3.987 0.0 0.0 0.0
H 0.546 -2.002 -2.701 0.0 0.0 0.0
C -4.669 -0.788 -1.839 0.0 0.0 0.0
C -4.488 -0.198 -0.467 0.1 0.0 -0.1
C -5.694 -0.051 0.415 0.0 0.0 0.0
O -3.391 0.168 -0.098 -0.2 -0.1 0.3
H -5.611 -1.323 -1.945 0.0 0.0 0.0
H -3.826 -1.438 -2.077 0.0 0.0 0.0
H -4.654 0.041 -2.553 0.0 0.0 0.0
H -6.501 0.445 -0.128 0.0 0.0 0.0
H -5.442 0.508 1.314 0.0 0.0 0.0
H -6.059 -1.047 0.682 0.0 0.0 0.0
C -0.347 0.273 -4.170 0.0 0.0 0.0
C -1.190 1.168 -3.331 0.1 0.0 0.0
N -1.552 1.034 -2.067 -0.1 -0.2 0.2
C -2.386 2.104 -1.800 -0.1 0.0 0.0
C -2.519 2.889 -2.896 0.0 0.0 0.0
N -1.754 2.280 -3.862 0.0 0.0 0.0
H 0.526 -0.054 -3.615 0.0 0.0 0.0
H -0.021 0.795 -5.070 0.0 0.0 0.0
H -0.912 -0.610 -4.473 0.0 0.0 0.0
H -2.848 2.237 -0.839 0.0 0.0 0.0
H -3.064 3.798 -3.071 0.0 0.0 0.0
H -1.635 2.591 -4.811 0.0 0.0 0.0
C 5.914 -0.798 -5.306 0.0 0.0 0.0
C 4.909 -0.474 -4.235 0.0 0.0 0.0
C 4.486 -1.444 -3.336 0.0 0.0 0.0
C 3.542 -1.176 -2.353 -0.1 -0.1 0.0
C 3.136 -2.286 -1.416 0.0 0.0 0.0
C 3.015 0.116 -2.261 0.0 0.0 0.1
C 3.416 1.106 -3.159 0.1 0.0 0.0
C 2.853 2.501 -3.108 0.0 0.0 0.0
C 4.356 0.795 -4.134 0.0 0.0 0.0
C 2.019 0.440 -1.173 0.0 0.2 -0.2
O 2.328 1.099 -0.184 0.0 0.0 0.1
O 0.828 -0.005 -1.384 0.0 -0.3 0.3
H 6.595 -1.584 -4.983 0.0 0.0 0.0
H 6.504 0.079 -5.572 0.0 0.0 0.0
H 5.414 -1.147 -6.212 0.0 0.0 0.0
H 4.903 -2.445 -3.400 0.0 0.0 0.0
H 3.022 -3.220 -1.967 0.0 0.0 0.0
H 2.187 -2.080 -0.921 0.0 0.0 0.0
H 3.895 -2.443 -0.647 0.0 0.0 0.0
H 2.131 2.616 -2.305 0.1 0.0 0.0
H 2.360 2.750 -4.051 0.0 0.0 0.0
H 3.644 3.235 -2.948 0.0 0.0 0.0
H 4.666 1.568 -4.830 0.0 0.0 0.0
```
Positions in Å, forces in eV/Å.

Properties
Expectation value of S² ... 3.835
Charge ... +1
Relative energy (zero: lowest compared OMol25 entry of this formula, charge and spin) ... 0.243 eV
E ... -7996.644479 hartree
Spin multiplicity ... 4


# 2
ORCA calculation (ωB97M-V/def2-TZVPD) on C54H55As2N11ORbSSbSe4 as an isolated structure.

```
130
Properties=species:S:1:pos:R:3:forces:R:3
Rb 0.204 -0.175 0.345 0.1 0.0 -0.2
C -5.546 2.417 -3.507 0.2 0.0 -0.1
N -4.527 1.731 -2.710 0.0 0.1 -0.2
C -3.334 2.182 -2.274 -0.1 0.0 -0.1
N -2.703 1.245 -1.606 -0.1 -0.1 -0.1
C -3.578 0.206 -1.658 -0.1 0.0 -0.1
N -4.699 0.448 -2.313 0.3 0.2 0.0
C -4.917 3.341 -4.538 0.4 -0.5 0.0
C -5.148 4.703 -4.532 -0.1 0.0 0.1
C -4.440 5.536 -5.389 0.1 0.2 -0.1
C -3.465 5.026 -6.227 0.0 0.2 -0.1
C -3.225 3.657 -6.250 0.2 -0.4 -0.1
C -3.975 2.816 -5.435 -0.1 0.2 0.2
C -2.062 3.108 -6.986 -0.5 -0.1 0.4
N -1.052 3.731 -7.462 0.6 0.2 -0.2
N -0.103 2.752 -7.802 -0.2 0.2 -0.1
C -0.635 1.619 -7.512 -0.1 0.0 0.0
O -1.895 1.768 -7.011 -0.1 -0.2 0.1
C -0.085 0.253 -7.505 -0.2 0.1 -0.1
C -0.767 -0.795 -8.124 0.0 -0.1 -0.1
C -0.318 -2.094 -7.954 0.0 0.1 0.0
C 0.765 -2.351 -7.116 0.0 0.0 -0.1
C 1.430 -1.313 -6.483 0.0 -0.1 -0.4
C 2.473 -1.581 -5.441 0.2 -0.2 -0.1
N 1.945 -1.119 -4.188 0.5 0.6 0.1
C 0.741 -1.342 -3.664 -0.1 -0.4 -0.1
N 0.644 -0.775 -2.496 0.0 0.4 0.8
C 1.878 -0.214 -2.326 -0.1 0.2 -0.3
N 2.688 -0.359 -3.354 -0.5 -0.2 0.1
C 1.023 -0.005 -6.721 0.1 0.1 0.1
H -6.209 2.969 -2.840 0.0 0.0 0.0
H -6.119 1.631 -3.993 0.0 -0.1 0.0
H -2.963 3.174 -2.483 0.0 0.0 0.0
H -3.373 -0.755 -1.214 0.0 0.0 0.0
H -5.862 5.124 -3.834 0.0 0.0 0.0
H -4.622 6.603 -5.369 0.0 0.0 0.0
H -2.864 5.679 -6.847 0.0 0.0 0.0
H -3.765 1.753 -5.430 0.0 0.0 0.0
H -1.640 -0.587 -8.731 0.0 0.0 0.0
H -0.834 -2.912 -8.439 0.0 0.0 0.0
H 1.079 -3.371 -6.928 0.0 0.0 0.0
H 3.400 -1.039 -5.608 0.0 0.1 0.0
H 2.732 -2.637 -5.356 0.0 0.0 0.0
H -0.015 -1.939 -4.151 0.0 0.0 0.0
H 2.199 0.281 -1.418 0.2 0.0 -0.2
H 1.532 0.815 -6.225 0.0 0.0 0.0
C -3.996 1.391 3.288 0.2 0.0 0.2
C -2.768 1.350 4.212 -0.2 0.0 -0.3
As -1.072 0.697 3.370 -0.3 0.1 0.5
C -1.440 -1.226 3.317 0.1 0.0 0.0
C -0.612 -2.166 3.926 0.0 0.1 0.0
C -0.806 -3.523 3.719 0.0 0.0 0.0
C -1.839 -3.967 2.907 0.0 0.0 0.0
C -2.672 -3.044 2.294 0.0 0.0 0.0
C -2.465 -1.684 2.486 0.0 -0.1 0.1
C -0.082 0.909 5.041 0.0 0.1 0.0
C 0.914 1.882 5.075 0.0 -0.1 0.0
C 1.589 2.159 6.257 0.0 0.0 0.0
C 1.278 1.459 7.416 0.0 0.0 0.0
C 0.280 0.493 7.392 0.0 0.0 0.0
C -0.401 0.226 6.210 0.0 0.0 0.0
As -3.478 1.818 1.426 -0.1 0.2 0.1
C -2.709 3.583 1.768 0.0 0.0 0.0
C -1.464 3.895 1.229 -0.1 0.0 0.0
C -0.855 5.114 1.511 0.0 0.0 0.0
C -1.489 6.025 2.343 -0.1 0.0 0.0
C -2.740 5.728 2.878 0.1 0.0 -0.1
C -3.345 4.515 2.589 0.1 0.0 0.0
C -5.253 2.395 0.795 0.0 -0.1 0.0
C -6.280 1.449 0.799 0.0 0.0 0.0
C -7.551 1.768 0.340 0.0 0.0 0.0
C -7.814 3.041 -0.147 0.0 0.0 0.0
C -6.795 3.984 -0.181 0.0 0.0 0.0
C -5.524 3.662 0.282 0.0 -0.1 -0.1
H -4.739 2.108 3.635 0.0 0.1 0.1
H -4.478 0.413 3.261 0.0 -0.1 -0.1
H -2.967 0.767 5.110 -0.1 -0.1 0.1
H -2.517 2.361 4.531 0.1 0.1 0.0
H 0.216 -1.835 4.538 0.0 0.0 0.0
H -0.125 -4.235 4.168 0.0 0.0 0.0
H -1.975 -5.026 2.732 0.0 0.0 0.0
H -3.471 -3.379 1.643 0.0 0.0 0.0
H -3.095 -0.980 1.960 -0.1 0.1 0.0
H 1.174 2.410 4.166 0.0 0.0 0.0
H 2.362 2.918 6.270 0.0 0.0 0.0
H 1.815 1.662 8.335 0.0 0.0 0.0
H 0.033 -0.056 8.293 0.0 0.0 0.0
H -1.181 -0.527 6.200 0.0 0.0 0.0
H -0.949 3.191 0.587 0.0 0.0 0.0
H 0.119 5.327 1.084 -0.1 0.0 0.0
H -1.008 6.966 2.577 0.0 0.0 0.0
H -3.239 6.439 3.526 0.0 0.0 0.0
H -4.321 4.291 3.006 0.0 0.0 0.0
H -6.083 0.445 1.158 0.0 0.0 0.0
H -8.332 1.018 0.356 0.0 0.0 0.0
H -8.804 3.293 -0.508 0.0 0.0 0.0
H -6.990 4.976 -0.571 0.0 0.0 0.0
H -4.738 4.404 0.240 0.0 0.1 0.0
C 4.367 -2.316 3.362 0.0 -0.1 0.1
C 3.777 -1.083 4.057 0.0 0.0 -0.1
C 4.805 0.055 4.077 0.0 0.1 0.0
C 3.312 -1.424 5.480 -0.1 0.0 0.0
C 2.594 -0.610 3.315 0.3 0.0 0.0
N 1.653 -0.187 2.813 0.0 0.0 0.1
H 5.064 -2.810 4.046 0.0 0.0 0.0
H 4.911 -2.033 2.463 -0.1 0.0 0.0
H 3.598 -3.030 3.066 0.0 0.0 0.0
H 5.733 -0.321 4.514 0.0 0.0 0.0
H 4.448 0.906 4.667 0.0 0.0 0.0
H 5.011 0.381 3.055 0.0 -0.1 0.0
H 4.188 -1.685 6.077 0.0 0.0 0.0
H 2.639 -2.286 5.466 0.0 0.0 0.0
H 2.798 -0.582 5.953 0.0 0.0 0.0
S 2.204 3.570 0.151 -0.1 -0.2 -0.3
C 3.077 3.161 -1.240 0.0 0.4 0.0
N 4.256 2.544 -1.280 0.2 -0.6 0.3
C 4.670 2.195 -2.641 -0.1 0.1 0.1
C 3.599 2.883 -3.511 -0.1 0.0 0.1
N 2.725 3.499 -2.508 0.0 -0.1 -0.1
H 4.493 1.883 -0.531 0.0 0.1 -0.1
H 4.672 1.113 -2.759 0.0 -0.1 0.0
H 5.671 2.576 -2.840 0.0 0.0 0.0
H 3.059 2.150 -4.112 0.0 0.0 0.0
H 4.021 3.643 -4.170 0.0 0.0 0.0
H 1.769 3.742 -2.689 0.0 0.1 0.0
Se 4.206 -3.398 -2.947 0.0 0.0 0.0
Sb 4.072 -2.980 -0.508 0.0 -0.2 0.0
Se 1.708 -3.059 0.311 0.0 -0.2 0.0
Se 4.902 -0.687 0.110 -0.1 0.3 -0.2
Se 5.375 -4.699 0.686 0.0 0.2 0.0
```
Positions in Å, forces in eV/Å.

Properties
Charge ... -2
Relative energy (zero: lowest compared OMol25 entry of this formula, charge and spin) ... 2.186 eV
E ... -17508.245873 hartree